A) The following is a DFT calculation (ωB97M-V/def2-TZVPD) of an isolated molecule of CHN.

Properties
SMILES: C#N
HOMO-LUMO gap, Ha: 0.5101

Cartesian coordinates (Å):
H -0.041 1.109 0.000
N 0.021 -1.127 0.000
C 0.021 0.018 0.000

Charges per atom according to natural (NBO) partitioning, unit e: 0.237 -0.303 0.065

B) The following is a DFT calculation (ωB97M-V/def2-TZVPD) of an isolated molecule of CHN.

Properties
SMILES: C#N
HOMO-LUMO gap, Ha: 0.5013

Cartesian coordinates (Å):
C 0.371 -0.194 -0.270
N -0.514 0.232 0.355
H 1.377 -0.460 -0.864

Charges per atom according to natural (NBO) partitioning, unit e: 0.053 -0.316 0.264

The data favor A); the next most stable structure lies 0.297 eV above it.

A) The following is a DFT calculation (ωB97M-V/def2-TZVPD) of a cluster of 2 separate species, C5H5NO in total.

Properties
SMILES: C#C[C@H](C#N)C=O.[H][H]
HOMO-LUMO gap, Ha: 0.4065

Cartesian coordinates (Å):
C 0.364 1.112 0.540
H 0.543 -0.545 1.813
H 0.441 3.360 0.252
H -0.940 -2.092 0.237
H -1.225 0.167 -1.983
N 2.253 -1.581 -0.582
O -2.046 -0.421 0.547
C 0.406 2.299 0.389
C 1.428 -1.018 -0.002
C -1.006 -1.011 0.469
C 0.358 -0.340 0.747
H -0.591 -0.059 -2.298

Charges per atom according to natural (NBO) partitioning, unit e: -0.006 0.296 0.248 0.137 0.006 -0.281 -0.471 -0.172 0.284 0.467 -0.502 -0.005

B) The following is a DFT calculation (ωB97M-V/def2-TZVPD) of an isolated molecule of C5H5NO.

Properties
SMILES: C#CC(=O)[C@H]1CN1
HOMO-LUMO gap, Ha: 0.3650

Cartesian coordinates (Å):
N -1.633 0.932 0.071
H -0.019 0.469 -1.304
C -1.804 -0.442 -0.342
C -0.445 0.188 -0.345
C 1.955 -0.096 0.221
H 3.985 -0.134 -0.806
H -2.096 -1.179 0.403
C 0.586 -0.011 0.726
O 0.316 0.010 1.911
H -1.600 0.942 1.093
C 3.035 -0.111 -0.315
H -2.281 -0.567 -1.313

Charges per atom according to natural (NBO) partitioning, unit e: -0.546 0.217 -0.225 -0.197 -0.131 0.241 0.208 0.498 -0.509 0.368 -0.129 0.204

C) The following is a DFT calculation (ωB97M-V/def2-TZVPD) of a structure of composition C5H5NO.

Properties
HOMO-LUMO gap, Ha: 0.3471

Cartesian coordinates (Å):
H -2.860 -0.614 -1.440
C -2.660 -0.426 -0.382
C 2.445 0.303 0.614
C 0.972 0.291 0.965
H 0.703 0.813 -1.060
C 3.072 0.042 -0.409
H 3.748 -0.201 -1.203
H -1.602 0.415 0.953
O 0.372 0.440 1.998
C 0.842 -0.042 -0.400
N -1.699 0.334 -0.061
H -3.322 -0.926 0.335

Charges per atom according to natural (NBO) partitioning, unit e: 0.159 -0.021 -0.082 0.404 0.214 -0.098 0.256 0.362 -0.540 -0.194 -0.611 0.150

The data favor B); the next most stable structure lies 0.558 eV above it.